Record 1
{"formula": "C46H50InN5OP2S", "method": "ωB97M-V/def2-TZVPD", "charge": 0, "spin_multiplicity": 1, "e_homo_ev": [-6.36, -6.36], "homo_lumo_gap_ev": [6.216, 6.215], "elements": ["In", "C", "C", "N", "N", "C", "O", "C", "C", "C", "C", "C", "C", "C", "C", "C", "C", "C", "N", "H", "H", "H", "H", "H", "H", "H", "H", "H", "H", "H", "H", "C", "S", "C", "C", "C", "N", "P", "C", "C", "C", "C", "C", "C", "C", "C", "C", "C", "C", "C", "P", "C", "C", "C", "C", "C", "C", "C", "C", "C", "C", "C", "C", "H", "H", "H", "H", "H", "H", "H", "H", "H", "H", "H", "H", "H", "H", "H", "H", "H", "H", "H", "H", "H", "H", "H", "H", "H", "H", "H", "H", "H", "C", "C", "C", "C", "N", "H", "H", "H", "H", "H", "H", "H", "H", "H"], "positions_angstrom": [[0.639834, -1.837729, -1.205290], [-3.869370, -2.283930, -1.922778], [-2.425003, -1.904270, -1.932783], [-1.637751, -2.046170, -0.936828], [-2.127201, -2.548721, 0.236644], [-1.145919, -2.784725, 1.099459], [0.094472, -2.617866, 0.914208], [-1.582390, -3.252773, 2.453106], [-0.636189, -3.794055, 3.316433], [-1.004852, -4.203577, 4.590408], [-2.320824, -4.063729, 5.011432], [-3.268252, -3.519711, 4.152890], [-2.902220, -3.119043, 2.876298], [-1.817253, -1.340663, -3.171039], [-2.548243, -1.185693, -4.339615], [-1.919186, -0.664074, -5.458281], [-0.582891, -0.310707, -5.387677], [0.075686, -0.494259, -4.182014], [-0.534176, -0.984263, -3.110827], [-4.146772, -2.624550, -0.931271], [-4.053719, -3.088831, -2.638617], [-4.493969, -1.432067, -2.203620], [0.384144, -3.893860, 2.970316], [-0.264983, -4.628662, 5.256767], [-2.609689, -4.382435, 6.005236], [-4.294307, -3.407443, 4.480690], [-3.628839, -2.699391, 2.193529], [-3.589389, -1.472376, -4.373413], [-2.470048, -0.540413, -6.381954], [-0.057156, 0.088823, -6.243669], [1.123905, -0.247482, -4.060744], [-2.306455, 5.379881, 2.126073], [-0.774484, 6.117000, 1.515716], [0.464481, 5.088705, 2.365406], [1.021599, 3.948974, 1.521058], [-0.057050, 2.958346, 1.110537], [0.488427, 1.791663, 0.397343], [0.282106, 1.608400, -1.292217], [0.915355, 3.193011, -1.940743], [0.177066, 4.372401, -2.016489], [0.772452, 5.546112, -2.457083], [2.109376, 5.552638, -2.832810], [2.851669, 4.380359, -2.775035], [2.253591, 3.206866, -2.337889], [-1.517688, 1.700728, -1.615585], [-1.971193, 1.993760, -2.903490], [-3.315857, 1.886953, -3.224136], [-4.230566, 1.472458, -2.262603], [-3.790766, 1.170105, -0.981797], [-2.443130, 1.283669, -0.660972], [0.582280, 0.190711, 1.077514], [0.241466, 0.416035, 2.851029], [1.173214, 0.931742, 3.750908], [0.833852, 1.090823, 5.085528], [-0.430325, 0.721916, 5.534493], [-1.356224, 0.189291, 4.649697], [-1.018831, 0.036512, 3.310991], [2.397250, -0.116872, 1.138875], [3.320320, 0.724210, 0.527073], [4.670273, 0.391304, 0.506425], [5.107444, -0.785790, 1.093526], [4.191887, -1.629425, 1.712278], [2.846272, -1.300534, 1.733121], [-3.123982, 5.996236, 1.754873], [-2.327560, 5.391102, 3.215121], [-2.442728, 4.361582, 1.763994], [0.001125, 4.704314, 3.277807], [1.263995, 5.764630, 2.666640], [1.790117, 3.418438, 2.092787], [1.502651, 4.348486, 0.624466], [-0.778939, 3.458991, 0.462698], [-0.603017, 2.631517, 2.000216], [-0.864859, 4.384726, -1.719468], [0.191387, 6.458782, -2.496915], [2.571061, 6.470536, -3.174379], [3.891986, 4.378786, -3.074162], [2.828694, 2.287419, -2.303997], [-1.263605, 2.302559, -3.666471], [-3.650696, 2.124161, -4.226090], [-5.280923, 1.389002, -2.511622], [-4.494426, 0.835496, -0.229620], [-2.114616, 1.034415, 0.342704], [2.165878, 1.198137, 3.407643], [1.560128, 1.491935, 5.781065], [-0.685918, 0.837404, 6.580243], [-2.332939, -0.118736, 5.000260], [-1.731737, -0.401924, 2.619520], [2.983656, 1.652307, 0.080501], [5.379981, 1.054008, 0.027136], [6.157176, -1.049180, 1.067404], [4.526927, -2.552979, 2.167255], [2.131147, -1.971564, 2.194288], [2.286328, -4.659591, -0.417813], [2.340410, -4.262848, -1.899882], [2.065724, -5.517997, -2.750020], [3.757330, -3.758432, -2.217119], [1.325530, -3.328379, -2.331253], [3.035278, -5.421021, -0.177698], [1.296568, -5.046685, -0.165291], [2.474658, -3.783255, 0.210456], [2.827136, -6.280556, -2.560931], [2.074973, -5.259511, -3.809674], [1.085441, -5.929350, -2.502509], [4.521075, -4.513613, -2.001877], [3.965080, -2.869054, -1.614038], [3.819242, -3.477597, -3.269986]], "atomic_forces_ev_per_a": [[-0.30, -0.53, 0.27], [-0.05, 0.03, -0.01], [0.01, 0.13, -0.23], [0.01, -0.12, 0.16], [0.17, 0.15, -0.10], [-0.04, 0.11, 0.20], [-0.05, -0.26, -0.14], [0.00, -0.03, -0.04], [-0.03, -0.01, 0.04], [-0.02, 0.04, -0.03], [0.03, 0.00, -0.01], [0.02, 0.03, -0.03], [-0.01, -0.05, 0.02], [-0.12, -0.04, 0.17], [-0.04, -0.02, -0.14], [-0.07, -0.05, -0.01], [0.05, 0.02, 0.05], [-0.07, -0.06, 0.04], [0.02, -0.08, -0.05], [0.00, -0.01, 0.02], [0.00, 0.00, 0.00], [0.04, -0.04, 0.00], [0.00, 0.01, 0.01], [0.00, -0.01, -0.01], [0.01, 0.01, 0.00], [0.00, -0.01, -0.01], [0.00, 0.00, 0.01], [0.01, 0.01, -0.01], [0.00, 0.00, 0.00], [0.01, 0.00, 0.02], [0.02, -0.02, 0.00], [0.02, -0.01, -0.03], [0.01, 0.01, 0.04], [-0.04, -0.02, -0.06], [0.00, -0.03, 0.02], [0.21, -0.05, 0.00], [-0.55, -0.06, -0.02], [0.17, -0.02, 0.02], [-0.01, 0.01, -0.05], [0.00, 0.04, 0.04], [0.00, -0.02, 0.00], [-0.01, -0.02, 0.01], [-0.04, 0.01, 0.02], [0.01, 0.02, -0.02], [0.00, 0.11, 0.06], [0.01, 0.07, -0.01], [0.02, 0.03, 0.09], [0.06, 0.04, 0.01], [0.04, 0.02, -0.02], [-0.03, 0.04, 0.05], [0.77, 0.25, -0.27], [-0.30, -0.07, -0.05], [-0.01, 0.04, 0.02], [-0.03, -0.02, 0.00], [0.02, 0.00, -0.03], [0.02, 0.01, -0.02], [-0.01, 0.02, 0.00], [-0.04, 0.03, 0.09], [0.00, 0.06, 0.04], [-0.03, -0.01, 0.01], [-0.02, 0.00, 0.00], [0.00, 0.03, -0.02], [-0.03, 0.01, -0.04], [0.01, -0.01, 0.00], [-0.01, 0.00, 0.00], [-0.01, 0.00, 0.01], [0.03, 0.02, 0.01], [0.02, -0.01, 0.00], [0.00, 0.02, 0.01], [0.02, 0.00, 0.00], [-0.04, 0.00, -0.02], [-0.01, -0.04, 0.00], [0.01, -0.02, 0.00], [0.01, -0.01, 0.00], [0.00, -0.01, 0.00], [-0.01, 0.00, 0.00], [-0.01, 0.00, 0.00], [-0.02, 0.01, 0.03], [0.00, -0.01, -0.01], [-0.01, 0.00, 0.00], [0.01, 0.01, 0.01], [0.01, -0.01, -0.03], [-0.01, -0.01, 0.00], [0.00, 0.00, 0.00], [0.00, 0.00, -0.01], [0.01, -0.02, -0.01], [0.01, 0.04, 0.02], [0.00, -0.02, -0.01], [0.00, 0.01, 0.00], [-0.01, 0.00, 0.00], [-0.01, 0.00, 0.00], [-0.01, -0.01, -0.01], [-0.06, 0.01, -0.04], [0.01, 0.12, -0.05], [0.02, -0.02, 0.03], [-0.02, 0.05, 0.00], [0.23, 0.19, 0.04], [0.00, 0.00, 0.00], [0.01, 0.02, 0.00], [0.01, -0.01, -0.01], [-0.02, 0.01, -0.01], [0.01, 0.00, 0.01], [0.02, 0.01, -0.02], [-0.01, 0.01, 0.00], [0.01, 0.00, -0.01], [0.00, 0.00, 0.02]], "lowdin_charge": [0.74, -0.01, -0.26, -0.01, 0.09, -0.48, -0.19, -0.16, -0.02, -0.08, -0.09, -0.09, -0.04, -0.21, -0.01, -0.05, -0.04, -0.13, 0.02, 0.07, 0.09, 0.07, 0.11, 0.10, 0.10, 0.10, 0.10, 0.11, 0.11, 0.11, 0.11, -0.41, 0.80, -0.49, -0.24, -0.28, -0.46, 0.99, -0.36, -0.10, -0.07, -0.08, -0.08, -0.11, -0.36, -0.11, -0.08, -0.09, -0.08, -0.09, 1.00, -0.34, -0.08, -0.07, -0.08, -0.07, -0.09, -0.39, -0.10, -0.08, -0.08, -0.07, -0.11, 0.03, 0.04, 0.02, 0.08, 0.07, 0.11, 0.10, 0.08, 0.10, 0.10, 0.11, 0.10, 0.10, 0.10, 0.11, 0.11, 0.10, 0.11, 0.09, 0.11, 0.10, 0.10, 0.11, 0.09, 0.08, 0.10, 0.10, 0.11, 0.10, -0.09, -0.82, -0.08, -0.08, -0.12, 0.08, 0.08, 0.04, 0.08, 0.07, 0.07, 0.07, 0.06, 0.07]}

Record 2
{"formula": "C46H51N5O5P2S3Ti", "method": "ωB97M-V/def2-TZVPD", "charge": -2, "spin_multiplicity": 3, "e_homo_ev": [-0.11, -2.44], "homo_lumo_gap_ev": [3.911, 6.244], "s_squared": 2.0216, "elements": ["Ti", "C", "C", "C", "P", "C", "C", "C", "C", "C", "C", "C", "C", "C", "N", "C", "C", "C", "C", "C", "C", "P", "C", "C", "C", "C", "C", "C", "H", "H", "H", "H", "H", "H", "H", "H", "H", "H", "H", "H", "H", "H", "H", "H", "H", "H", "H", "H", "H", "H", "H", "H", "H", "H", "H", "H", "H", "H", "H", "H", "H", "H", "H", "H", "N", "C", "N", "C", "N", "O", "S", "O", "N", "C", "S", "C", "C", "C", "C", "C", "C", "H", "H", "H", "H", "O", "S", "C", "C", "C", "C", "C", "C", "C", "C", "C", "C", "C", "C", "H", "H", "H", "H", "H", "H", "H", "H", "H", "H", "O", "C", "O", "H"], "positions_angstrom": [[-0.124156, -0.350574, 0.453267], [2.904899, 2.106824, -1.753343], [2.440829, 0.763212, -2.317986], [3.278924, 0.384404, -3.537400], [2.146934, -0.488715, -0.987300], [2.496212, -2.186684, -1.672848], [3.944678, -2.528816, -2.026251], [2.003282, -3.232933, -0.669565], [3.421227, -0.245794, 0.267112], [4.772406, -0.046206, -0.000461], [5.687206, 0.199317, 1.009328], [5.212900, 0.266349, 2.317801], [3.878289, 0.073588, 2.607567], [2.932636, -0.210473, 1.591286], [1.584693, -0.381876, 1.840576], [1.259277, -0.809122, 3.144709], [1.914232, -1.882332, 3.764544], [1.536526, -2.315323, 5.020663], [0.499092, -1.688715, 5.704347], [-0.165661, -0.639394, 5.094941], [0.187716, -0.205737, 3.818776], [-0.648503, 1.032273, 2.786273], [0.121089, 2.633489, 3.356195], [0.371549, 2.718343, 4.862113], [1.435621, 2.907877, 2.624551], [-2.425308, 1.116529, 3.315399], [-2.815930, 1.956485, 4.530648], [-3.035798, -0.285587, 3.417918], [2.666352, 2.885265, -2.481911], [3.981265, 2.111193, -1.567901], [2.392730, 2.357371, -0.824257], [1.421549, 0.932363, -2.685743], [4.346755, 0.335699, -3.309807], [3.138457, 1.161424, -4.293509], [2.974605, -0.562872, -3.984465], [1.872440, -2.247252, -2.572591], [4.558695, -2.532101, -1.123865], [4.397542, -1.849889, -2.742219], [3.980243, -3.537468, -2.450959], [0.974100, -3.072245, -0.362391], [2.623483, -3.206947, 0.231482], [2.082997, -4.234335, -1.104349], [5.111468, -0.074493, -1.029579], [6.735167, 0.352636, 0.785069], [5.897692, 0.487458, 3.129717], [3.544474, 0.151945, 3.633348], [2.711015, -2.386773, 3.231226], [2.030640, -3.172616, 5.461905], [0.183255, -2.051384, 6.673181], [-0.989547, -0.163709, 5.612042], [-0.606721, 3.397877, 3.058956], [1.141935, 2.001812, 5.153473], [-0.510157, 2.516508, 5.466920], [0.733900, 3.720137, 5.113594], [2.171604, 2.134143, 2.851368], [1.845420, 3.865738, 2.960811], [1.300641, 2.942078, 1.545269], [-2.874377, 1.602782, 2.440798], [-2.445726, 1.525574, 5.462729], [-3.907414, 1.987211, 4.599958], [-2.459634, 2.985088, 4.463829], [-2.793150, -0.749210, 4.375522], [-2.690514, -0.939587, 2.619308], [-4.122679, -0.216191, 3.333916], [-0.499286, -2.264099, 1.357816], [-0.794718, -3.119419, 2.097114], [-1.143166, -4.171375, 2.729121], [-1.110136, -4.433047, 4.008766], [-1.128701, -4.789758, 5.114077], [-1.429504, 2.854955, -5.312080], [-0.521984, 3.303811, -4.263563], [0.760860, 3.758121, -4.778153], [-0.356638, 2.220287, -3.091761], [-0.643537, 2.768542, -1.875933], [-0.261676, 2.059284, -0.324056], [-1.201243, 4.080181, -1.933162], [-1.686351, 4.934233, -0.918480], [-2.215904, 6.157306, -1.263047], [-2.278490, 6.591580, -2.603013], [-1.784273, 5.771182, -3.611194], [-1.258118, 4.544746, -3.266625], [-1.644062, 4.610339, 0.114040], [-2.600289, 6.804764, -0.481704], [-2.704927, 7.557992, -2.842652], [-1.807654, 6.084565, -4.648822], [-0.623564, -1.384949, -1.296391], [-1.905994, -2.212634, -1.286420], [-1.426024, -3.588126, -2.330212], [-0.771405, -3.367868, -3.535447], [-0.368869, -4.455974, -4.288353], [-0.623059, -5.749166, -3.836774], [-1.270306, -5.957166, -2.630381], [-1.671937, -4.866826, -1.863891], [-2.998565, -1.401013, -2.435208], [-2.611833, -0.218573, -3.032118], [-3.508849, 0.410613, -3.890691], [-4.752684, -0.151237, -4.129309], [-5.126023, -1.338766, -3.507354], [-4.248341, -1.968034, -2.644655], [-0.582772, -2.352724, -3.864110], [0.143926, -4.299148, -5.228871], [-0.305123, -6.597463, -4.430650], [-1.451002, -6.962752, -2.272892], [-2.149256, -5.006638, -0.901221], [-1.648419, 0.234308, -2.826125], [-3.212247, 1.339102, -4.361396], [-5.447140, 0.348652, -4.793725], [-6.109407, -1.759963, -3.676475], [-4.536527, -2.872842, -2.121971], [-4.366508, 0.062988, 0.213039], [-3.208813, 0.449627, 0.163244], [-2.179461, -0.267372, 0.479550], [-2.963326, 1.492142, -0.111656]], "atomic_forces_ev_per_a": [[-0.08, 1.41, 0.36], [-0.01, 0.00, 0.04], [-0.22, -0.01, -0.19], [-0.01, 0.01, 0.02], [0.13, -0.10, 0.13], [-0.01, -0.04, 0.00], [-0.04, 0.01, 0.00], [-0.01, 0.01, -0.01], [0.04, 0.02, -0.06], [-0.03, 0.02, -0.01], [0.00, -0.01, 0.03], [0.01, 0.00, -0.02], [-0.01, -0.03, 0.00], [-0.13, 0.05, 0.03], [0.26, -0.26, 0.13], [-0.02, 0.04, -0.08], [0.01, 0.01, 0.00], [0.00, 0.00, 0.01], [0.01, -0.01, -0.02], [-0.04, 0.00, 0.00], [0.03, 0.05, 0.00], [0.14, -0.18, 0.09], [-0.04, 0.02, -0.07], [-0.01, -0.01, 0.02], [0.01, -0.03, 0.00], [-0.05, 0.01, -0.01], [-0.02, 0.00, 0.00], [0.02, -0.01, 0.01], [0.00, 0.01, -0.01], [0.04, -0.02, 0.01], [0.01, -0.01, -0.04], [-0.01, 0.00, 0.04], [0.03, -0.03, 0.03], [0.00, 0.00, 0.01], [-0.01, -0.04, 0.01], [-0.01, 0.02, 0.02], [0.00, 0.01, 0.01], [0.01, 0.09, -0.06], [0.00, 0.00, 0.00], [-0.01, 0.00, -0.02], [-0.02, 0.01, 0.02], [0.03, 0.00, 0.00], [-0.01, 0.00, -0.02], [0.00, 0.01, 0.00], [0.00, 0.00, 0.00], [0.00, -0.01, 0.01], [0.01, 0.01, -0.01], [0.00, 0.00, 0.00], [0.00, -0.01, 0.01], [0.00, 0.01, 0.00], [0.01, 0.01, -0.01], [0.01, 0.00, -0.01], [0.01, 0.00, -0.01], [0.00, 0.00, 0.00], [0.00, 0.01, 0.02], [0.00, 0.00, -0.01], [0.00, 0.00, 0.01], [0.02, -0.01, 0.00], [0.00, -0.01, 0.00], [0.00, 0.00, 0.00], [0.00, 0.00, -0.01], [0.01, 0.00, 0.00], [0.00, 0.01, -0.01], [0.00, 0.00, 0.01], [-0.12, -0.18, 0.42], [0.19, 0.05, -0.15], [-0.22, -0.31, -0.20], [0.07, 0.13, 0.14], [0.00, 0.01, 0.00], [-0.07, -0.08, 0.09], [-0.10, -0.04, -0.16], [0.07, 0.01, 0.02], [0.12, -0.23, 0.12], [0.12, -0.01, 0.04], [-0.17, 0.03, -0.01], [0.01, 0.02, 0.02], [0.02, -0.02, 0.02], [-0.01, 0.01, -0.01], [0.00, 0.00, 0.02], [0.02, -0.02, -0.01], [-0.04, 0.05, 0.01], [0.00, 0.00, 0.00], [0.00, 0.00, 0.00], [0.00, 0.00, 0.00], [0.00, -0.01, 0.00], [-0.29, -0.29, -0.52], [0.22, -0.12, -0.08], [-0.05, 0.04, 0.03], [0.00, 0.00, -0.01], [0.00, -0.01, 0.02], [0.01, -0.01, -0.03], [0.00, 0.04, 0.03], [0.04, -0.05, -0.02], [0.01, -0.03, 0.02], [-0.04, 0.06, 0.00], [0.05, 0.03, -0.02], [-0.01, 0.03, -0.02], [0.00, -0.01, 0.01], [-0.01, 0.02, 0.03], [-0.01, 0.01, -0.01], [0.00, -0.01, 0.00], [0.00, 0.00, 0.00], [0.00, 0.00, 0.00], [-0.01, 0.00, 0.00], [0.05, 0.01, -0.02], [0.06, 0.05, -0.03], [0.00, 0.00, 0.00], [0.00, 0.00, -0.01], [0.01, 0.00, 0.00], [0.00, 0.00, -0.11], [0.06, 0.12, 0.41], [-0.07, -0.28, -0.26], [0.00, -0.02, -0.13]], "lowdin_charge": [0.59, -0.12, -0.53, -0.11, 1.09, -0.51, -0.12, -0.12, -0.30, -0.12, -0.12, -0.11, -0.05, -0.31, -0.10, -0.35, -0.05, -0.10, -0.11, -0.10, -0.30, 1.08, -0.52, -0.12, -0.13, -0.51, -0.12, -0.11, 0.08, 0.07, 0.03, 0.06, 0.06, 0.08, 0.06, 0.09, 0.07, 0.05, 0.07, 0.02, 0.08, 0.08, 0.09, 0.08, 0.09, 0.11, 0.12, 0.10, 0.09, 0.09, 0.10, 0.07, 0.04, 0.07, 0.06, 0.08, 0.01, 0.09, 0.06, 0.08, 0.06, 0.07, 0.05, 0.08, 0.08, -0.30, 0.08, -0.44, 0.06, -0.37, 0.58, -0.36, -0.17, -0.71, 0.67, -0.27, -0.06, -0.13, -0.13, -0.09, -0.25, 0.08, 0.08, 0.07, 0.11, -0.63, 1.08, -0.35, -0.06, -0.07, -0.09, -0.09, -0.07, -0.37, -0.04, -0.03, -0.08, -0.09, -0.08, 0.12, 0.10, 0.10, 0.10, 0.11, 0.09, 0.09, 0.10, 0.10, 0.11, -0.01, -0.54, -0.35, 0.11]}

What is the formula in the first record? C46H50InN5OP2S